# 1
This record from OMol25 describes 2 unconnected molecules or ions with the total composition C7H16O2PSi. The level of theory is ωB97M-V/def2-TZVPD.

```
27
C7H16O2PSi, DFT ωB97M-V/def2-TZVPD
C -0.06745 0.91769 1.73261
C 0.19245 0.71253 0.43698
C -2.88383 -1.40376 0.89619
C 1.69083 -1.86701 -0.89841
C 3.47076 0.23935 0.37810
C 1.57363 1.13488 -1.97830
C -3.42919 -0.13286 0.34779
O -2.29973 2.58829 0.31240
O -2.77081 0.33375 -0.79748
Si 1.65248 0.03177 -0.40544
P -1.75306 1.73722 -0.71537
H -1.03019 1.27905 1.89429
H 0.54892 0.76713 2.58704
H -2.95320 -2.28286 0.07301
H -1.90528 -1.42122 1.32436
H -3.53757 -1.76118 1.64711
H 2.49348 -2.08474 -1.57625
H 1.74536 -2.40340 -0.03504
H 0.79129 -2.03097 -1.31212
H 3.29033 0.67058 1.33009
H 4.15414 -0.54436 0.54734
H 4.15079 0.95566 -0.05319
H 2.67451 1.53866 -2.36901
H 1.05657 0.80880 -2.80938
H 1.03222 1.99400 -1.57223
H -3.48012 0.75937 1.01693
H -4.40735 -0.53636 -0.00200
```

The energy above the lowest of the compared OMol25 structures with the same formula, charge and spin comes out at 1.253 eV. Its calculated total energy is -1057.628884 Eh. Its orbital gap is 6.870 eV. Its LUMO energy is 3.6 eV. As for the total charge: -1.


# 2
This record from OMol25 describes a molecular structure, C7H16O3. The level of theory is ωB97M-V/def2-TZVPD.

```
26
C7H16O3, DFT ωB97M-V/def2-TZVPD
C 0.45689 0.91289 -0.59547
C -1.43544 -0.50984 -0.83834
C 0.62075 1.75821 0.65895
C -0.24904 1.79520 -1.63275
C 1.75120 0.41676 -1.21266
O -1.23698 -1.75232 -1.04412
H -0.22047 -2.17897 -0.34727
H -1.76837 -0.15312 0.14331
H -1.76728 0.06453 -1.69885
H 0.81739 2.81297 0.42590
H 1.44320 1.45903 1.30892
H -0.28388 1.74604 1.27063
H -1.23521 2.12900 -1.29964
H 0.35189 2.70096 -1.79590
H -0.35766 1.30654 -2.60171
H 2.42377 -0.08856 -0.51916
H 1.55399 -0.26434 -2.04598
H 2.33158 1.26044 -1.61182
C -1.26063 -1.99291 2.17942
C 0.62838 -1.08737 1.02650
O -0.29992 -0.93572 1.97685
O 0.70241 -2.14062 0.30416
H 1.52479 -0.51752 1.21579
H -1.85246 -1.67867 3.03442
H -1.89836 -2.13473 1.30711
H -0.74053 -2.92788 2.39171
```

The energy above the lowest of the compared OMol25 structures with the same formula, charge and spin comes out at 4.506 eV. Its calculated total energy is -501.877411 Eh. Its orbital gap is 7.991 eV. Its LUMO energy is 0.6 eV. As for the total charge: 0.


# 3
This record from OMol25 describes C7H16OP2Si in the gas phase. The level of theory is ωB97M-V/def2-TZVPD.

```
27
C7H16OP2Si, DFT ωB97M-V/def2-TZVPD
C -1.44472 -0.23914 -3.20397
C -0.54084 3.27524 -2.11656
C 0.47086 -2.26827 1.24077
C 1.68026 -0.91257 -0.61472
C 1.23841 0.06237 1.74919
C -2.60344 1.33862 1.34140
C 0.76713 -0.86674 0.58077
O -1.54706 0.43567 1.22801
Si -1.03574 -0.39584 -0.03976
P -2.12355 0.61405 -1.95552
P -1.65874 2.48428 -2.99340
H -1.07533 0.24483 -4.06532
H -1.88952 -1.25459 -3.49008
H -0.23407 4.25678 -2.30580
H -0.20742 3.15575 -1.12675
H 0.09292 -2.94259 0.47079
H 1.38268 -2.69263 1.56721
H -0.25623 -2.20345 2.03931
H 1.38541 -0.03401 -1.25099
H 1.48484 -1.83020 -1.16219
H 2.65671 -0.79851 -0.42704
H 2.22719 -0.31332 2.19682
H 1.37038 0.97233 1.44305
H 0.49300 -0.11577 2.53016
H -2.43621 2.09303 0.60411
H -2.65688 1.75399 2.36854
H -3.62733 0.93619 1.39067
```

Its calculated total energy is -1323.560709 Eh. Its spin multiplicity is 3. Its orbital gap (spin up / spin down) is 6.887 / 7.969 eV. Its LUMO energy (spin up / spin down) is 0.3 / -1.0 eV. As for the total charge: 0.


# 4
This record from OMol25 describes 2 unconnected molecules or ions with the total composition C7H16OS3. The level of theory is ωB97M-V/def2-TZVPD.

```
27
C7H16OS3, DFT ωB97M-V/def2-TZVPD
C 1.15062 2.72793 1.12202
C -0.48356 -0.89174 -3.28692
C -2.22492 -0.06726 1.78108
C 0.46162 -2.48904 1.56440
C 2.16467 3.01293 0.08451
C -0.11301 -0.82378 -1.81562
C -1.39733 -0.71973 0.72668
O -1.09825 -3.19374 -0.43446
S 1.83495 2.41730 -1.63371
S -1.40400 -0.06556 -0.84449
S -1.25392 -2.57207 0.89677
H 1.04327 1.68507 1.50181
H 1.49191 3.11248 2.10756
H 0.19409 3.11975 0.75176
H 0.44171 -1.27270 -3.76174
H -1.44890 -1.43097 -3.39858
H -0.53466 0.05480 -3.79140
H -1.90048 0.81877 2.32270
H -2.65733 -0.67688 2.49581
H -3.06239 0.25068 1.19631
H 1.04972 -2.63842 0.68813
H 0.57265 -3.27403 2.31341
H 0.85190 -1.50377 1.92464
H 3.04601 2.45388 0.47034
H 2.35023 4.06751 0.05156
H 0.73785 -0.27114 -1.64894
H 0.18754 -1.83028 -1.38363
```

The energy above the lowest of the compared OMol25 structures with the same formula, charge and spin comes out at 1.393 eV. Its calculated total energy is -1545.929601 Eh. Its orbital gap (spin up / spin down) is 8.906 / 4.895 eV. Its LUMO energy (spin up / spin down) is -0.1 / -2.0 eV. As for the total charge: 0.


# 5
This record from OMol25 describes C7H16S4 in the gas phase. The level of theory is ωB97M-V/def2-TZVPD.

```
27
C7H16S4, DFT ωB97M-V/def2-TZVPD
S -1.01782 1.97829 -0.61830
C -2.81717 1.74732 -0.05273
C -3.04226 0.58098 0.97241
S -2.87777 -1.16494 0.11740
C -1.19835 -1.51017 -0.67239
C -0.01394 -2.05009 0.36323
C 1.23499 -2.18325 -0.68323
S 2.79005 -1.87432 0.22374
C 3.19905 0.01867 -0.03101
C 2.05363 0.96024 0.56298
S 2.51345 2.59771 0.13419
H -0.46696 2.44068 0.56873
H -3.35318 1.78646 -1.10831
H -2.95208 2.78141 0.50655
H -2.43578 0.67749 2.03793
H -4.19680 0.20107 1.36615
H -1.01494 -0.76803 -1.52796
H -1.49557 -2.39244 -1.32514
H -0.42530 -3.04979 0.83090
H 0.33926 -1.24344 1.22228
H 1.20067 -2.97329 -1.39740
H 1.21034 -1.34108 -1.38173
H 4.12695 0.00905 0.50058
H 3.33727 0.40769 -1.12937
H 2.16051 0.92224 1.65925
H 0.94790 0.51760 0.10859
H 2.19383 2.92393 -1.24734
```

The energy above the lowest of the compared OMol25 structures with the same formula, charge and spin comes out at 3.656 eV. Its calculated total energy is -1868.881383 Eh. Its orbital gap is 8.974 eV. Its LUMO energy is 0.5 eV. As for the total charge: 0. Its SMILES is SCCSCCCSCCS.


# 6
This record from OMol25 describes 2 unconnected molecules or ions with the total composition C7H17FNO5PS. The level of theory is ωB97M-V/def2-TZVPD.

```
33
C7H17FNO5PS, DFT ωB97M-V/def2-TZVPD
C 0.78734 -0.48922 -2.10639
C -0.09949 0.06784 -0.81906
P -1.11638 1.66105 -1.26946
C 0.15763 3.12615 -1.42104
C 1.20529 2.94130 -2.67184
N -1.81634 1.52152 -2.90332
S -3.06896 0.30893 -3.00796
O -4.44197 0.72990 -2.43102
O -2.70015 -1.05132 -2.35281
F -3.27969 -0.01157 -4.71438
H 0.25236 -0.12009 -3.09905
H 1.83037 0.07653 -2.03377
H 0.89243 -1.65914 -2.08663
H -0.84091 -0.79373 -0.53934
H 0.61589 0.22972 0.09390
H 0.70542 3.35779 -0.41323
H -0.48963 4.09322 -1.67322
H 0.99182 2.00518 -3.34539
H 2.31771 2.93980 -2.26848
H 1.10993 3.88582 -3.38428
H -2.10903 2.44758 -3.30418
C -1.22683 -2.65210 2.70427
O 0.00060 -1.92561 2.70720
C 0.75613 -2.11047 3.81911
O 0.47070 -2.82129 4.77005
O 1.88412 -1.36750 3.68970
C 2.78080 -1.46464 4.79459
H -1.74893 -2.42967 1.76960
H -1.03770 -3.72972 2.74492
H -1.86350 -2.33771 3.53743
H 3.13015 -2.49475 4.91879
H 2.30427 -1.10281 5.71141
H 3.64659 -0.83098 4.58388
```

Its calculated total energy is -1547.121570 Eh. Its orbital gap is 7.723 eV. Its LUMO energy is -0.8 eV. As for the total charge: 0. Its SMILES is CCP(CC)NS(=O)(=O)F.COC(=O)OC.


# 7
This record from OMol25 describes C7H17N in the gas phase. The level of theory is ωB97M-V/def2-TZVPD.

```
25
C7H17N, DFT ωB97M-V/def2-TZVPD
C -3.01613 0.66915 -0.44476
C -2.04097 0.28022 -1.51989
C -0.61109 0.66025 -1.29123
C 0.21879 -0.37427 -0.62726
C -0.36333 -1.20298 0.52643
N 1.34844 0.22016 -0.13646
C 2.15078 -0.54545 0.93109
C 2.47276 0.33114 2.09376
H -3.45053 -0.30208 0.09899
H -2.44616 1.10782 0.23938
H -3.90750 1.26056 -0.73681
H -2.17491 0.60203 -2.56507
H -2.17371 -0.83106 -1.60891
H -0.50029 1.73937 -0.78325
H -0.21734 1.04885 -2.28935
H 0.42355 -1.16024 -1.37922
H -0.15752 -2.20572 0.31662
H -1.49155 -1.15178 0.79714
H 0.03398 -0.85371 1.57016
H 1.22748 1.07245 0.26579
H 3.07543 -0.85364 0.17552
H 1.73067 -1.43171 1.29639
H 3.38912 0.91930 1.97223
H 1.60338 0.89199 2.55502
H 2.73196 -0.30204 3.02182
```

The energy above the lowest of the compared OMol25 structures with the same formula, charge and spin comes out at 3.685 eV. Its calculated total energy is -331.535465 Eh. Its orbital gap is 9.409 eV. Its LUMO energy is 1.1 eV. As for the total charge: 0. Its SMILES is CCC[C@H](C)NCC.


# 8
This record from OMol25 describes C7H17N in the gas phase. The level of theory is ωB97M-V/def2-TZVPD.

```
25
C7H17N, DFT ωB97M-V/def2-TZVPD
C -1.87474 1.90735 -2.01780
C -0.62485 1.04475 -2.24951
C -0.63641 -0.33746 -1.57028
N -0.70322 -0.30020 -0.11473
C 0.54320 -0.56201 0.61988
C 1.50049 0.62093 0.57692
C 0.18831 -0.97495 2.05368
C 1.13798 -2.04548 2.61921
H -2.75848 1.26531 -1.82141
H -1.72241 2.57840 -1.17974
H -2.15828 2.36269 -2.94120
H -0.38956 0.86526 -3.31490
H 0.22152 1.52667 -1.77469
H 0.28158 -0.79574 -1.95569
H -1.53716 -0.85066 -1.91430
H -1.02485 0.61182 0.17152
H 1.04107 -1.39338 0.08729
H 1.06300 1.44664 1.16045
H 1.61184 1.02825 -0.43130
H 2.42984 0.41443 1.09776
H -0.80753 -1.37707 1.98046
H 0.20874 -0.07754 2.69198
H 1.11527 -2.04045 3.71684
H 2.13289 -1.90389 2.21398
H 0.76176 -3.01370 2.29557
```

The energy above the lowest of the compared OMol25 structures with the same formula, charge and spin comes out at 0.934 eV. Its calculated total energy is -331.636570 Eh. Its orbital gap is 9.682 eV. Its LUMO energy is 1.2 eV. As for the total charge: 0. Its SMILES is CCCN[C@@H](C)CC.


# 9
This record from OMol25 describes 2 unconnected molecules or ions with the total composition C7H17N. The level of theory is ωB97M-V/def2-TZVPD.

```
25
C7H17N, DFT ωB97M-V/def2-TZVPD
H -0.48475 -0.15126 0.01114
N -0.76418 0.40413 -0.86508
C -0.33694 1.35818 -0.08258
C -0.94366 1.66107 1.27046
C -2.43664 1.26012 1.34548
C -2.68655 -0.21215 1.64998
H 0.38295 2.07138 -0.52193
H -0.76827 2.68003 1.60014
H -0.46277 0.98675 1.99820
H -2.79971 1.51890 0.34601
H -3.03536 1.84549 2.04222
H -3.75302 -0.41255 1.69673
H -2.24526 -0.83832 0.87822
H -2.25133 -0.47341 2.61662
C 1.86417 -0.51864 -2.46633
C 1.82153 -1.58486 -1.37749
C 2.42862 -1.18638 -0.03441
H 1.11122 0.23946 -2.29639
H 1.71442 -0.98056 -3.44290
H 2.85251 -0.04704 -2.51290
H 0.76033 -1.75956 -1.17873
H 2.26288 -2.53090 -1.68665
H 2.15587 -0.19244 0.32311
H 2.09416 -1.90128 0.72204
H 3.51978 -1.23618 -0.03495
```

The energy above the lowest of the compared OMol25 structures with the same formula, charge and spin comes out at 3.124 eV. Its calculated total energy is -331.556084 Eh. Its orbital gap is 9.729 eV. Its LUMO energy is 0.8 eV. As for the total charge: 0. Its SMILES is [H]/N=C\CCC.CCC.